(1)
Below is a molecular structure, C26H22Cl3HgN6OS, with properties calculated with ωB97M-V with the def2-TZVPD basis set.

Geometry as XYZ:
```
60
C26H22Cl3HgN6OS | OMol25 | ωB97M-V with the def2-TZVPD basis set
Hg 0.30499 -0.38634 0.26765
N 0.65037 -3.74874 -3.42249
C 0.67146 -2.54254 -2.73966
S 0.52987 -3.68691 -0.16024
N -0.36658 -1.79749 -2.85540
N -0.31513 -0.57466 -2.16028
C -1.17445 0.24926 -2.63655
C -1.40186 1.63245 -2.25209
C -2.48398 2.29280 -2.84428
C -2.75241 3.63230 -2.62589
C -1.86707 4.34772 -1.80169
C -0.79158 3.73017 -1.20755
C -0.52642 2.33268 -1.37005
O 0.43994 1.75941 -0.77269
H 1.17952 -4.44688 -2.91347
H -0.30879 -4.04761 -3.53772
H -1.79701 -0.12198 -3.45499
H -3.12425 1.71791 -3.50871
H -3.60120 4.11539 -3.09321
H -2.03218 5.40707 -1.62757
H -0.10299 4.28650 -0.58149
C 4.05808 -3.39028 -2.73180
C 3.13030 -2.47820 -3.00166
C 1.98071 -2.18239 -2.06287
C 2.11362 -2.80510 -0.63776
C 3.19268 -3.84055 -0.49719
C 4.06047 -4.13740 -1.46640
N 2.29123 -1.65304 0.25037
N 2.66802 -1.98111 1.47646
C 2.06712 -1.23461 2.46534
C 2.64233 -1.29240 3.75849
C 2.02873 -0.71462 4.85319
C 0.81131 -0.04810 4.71179
C 0.25305 0.04765 3.43250
C 0.85445 -0.50183 2.31222
H 4.85400 -3.57598 -3.44775
H 3.15947 -1.92527 -3.93514
H 1.93500 -1.10665 -1.89860
H 3.22963 -4.31864 0.47059
H 4.81395 -4.90387 -1.31481
H 3.57730 -1.83323 3.86257
H 2.49382 -0.79236 5.83215
H 0.30362 0.37862 5.57023
H -0.69713 0.56062 3.32428
Cl 0.12225 5.33908 2.36058
C -1.15760 4.22345 1.95262
C -2.43435 4.69071 1.72636
C -3.40609 3.77656 1.37347
C -3.04954 2.43528 1.28257
N -1.82309 1.99285 1.51883
C -0.87584 2.86823 1.83042
H -2.64925 5.74897 1.80720
H -4.41859 4.09056 1.15691
H -3.77909 1.68483 0.99520
H 0.12632 2.48023 1.97820
Cl -3.07522 -0.99373 -0.14974
C -2.57474 -1.97520 1.23667
Cl -3.98731 -2.66301 2.11072
H -2.02414 -1.34130 1.92263
H -1.94567 -2.77928 0.86954
```

Summary:
- molar mass (g/mol) = 773.52
- multiplicity = 2
- Kohn-Sham gap (alpha / beta) (eV) = 4.004 / 5.260
- calculated total energy (a.u.) = -3339.84442
- E_HOMO (alpha / beta) (eV) = 0.21 / -1.05
- net charge = -2
- expectation value of S² = 0.766
- E_LUMO (alpha / beta) (eV) = 4.21 / 4.21

=====

(2)
Below is a molecular structure, C26H22Cl5CoN5O2Si, with properties calculated with ωB97M-V with the def2-TZVPD basis set.

Geometry as XYZ:
```
62
C26H22Cl5CoN5O2Si | OMol25 | ωB97M-V with the def2-TZVPD basis set
Co -0.16706 -0.37380 -0.60146
O 1.91585 3.44855 5.64301
N 0.94385 3.35400 4.92161
O -0.09761 3.97035 5.07267
C 1.06757 2.45405 3.73991
C 2.27205 1.84174 3.61471
C 2.53856 0.95779 2.52272
C 3.75507 0.26813 2.38519
C 3.89719 -0.59246 1.32600
C 2.84544 -0.72105 0.40883
N 1.69975 -0.06021 0.50064
C 1.53877 0.75032 1.56883
C 0.24186 1.37028 1.73797
N -0.68602 1.02178 0.81825
C -1.89267 1.55677 0.90012
C -2.24382 2.45462 1.90581
C -1.32257 2.79598 2.86685
C -0.02571 2.24140 2.80824
H 3.03684 2.02433 4.35505
H 4.54251 0.40829 3.11305
H 4.80061 -1.16538 1.18016
H 2.93751 -1.39138 -0.43382
H -2.61294 1.25229 0.15091
H -3.24390 2.86253 1.92996
H -1.58787 3.47500 3.65656
Cl 2.25264 -0.79872 -2.75492
C 0.82718 -1.78942 -3.02294
C -0.23741 -1.71568 -2.12415
C -1.33491 -2.46600 -2.52854
Cl -2.80435 -2.36730 -1.58129
C -1.38033 -3.27116 -3.66664
Cl -2.78980 -4.17892 -4.07168
C -0.26663 -3.34241 -4.49300
Cl -0.27679 -4.33674 -5.89825
C 0.85227 -2.57574 -4.17318
Cl 2.22475 -2.61978 -5.21923
C -0.34904 -3.82750 0.47166
Si -0.66355 -2.03003 0.97690
C 0.34392 -1.94384 2.60284
C -2.41776 -1.83092 1.68828
H -0.52722 -4.49467 1.31599
H 0.70063 -3.93127 0.18756
H -0.95113 -4.17570 -0.36164
H 0.01254 -2.76098 3.24636
H 0.18720 -1.02270 3.16515
H 1.41671 -2.07272 2.45040
H -2.66584 -2.67311 2.33565
H -3.20177 -1.74527 0.93910
H -2.44588 -0.93496 2.31323
N 1.20765 2.38652 -1.83972
C 0.00627 2.20770 -2.45507
C -0.48864 3.14856 -3.37430
C -1.74240 2.96045 -3.90061
C -2.49540 1.84958 -3.51547
C -1.92905 0.97021 -2.62495
N -0.70372 1.12982 -2.10064
H 1.85123 3.05928 -2.21806
H 1.59825 1.57923 -1.37977
H 0.11721 4.00083 -3.64724
H -2.14031 3.67219 -4.60995
H -3.48244 1.66419 -3.90960
H -2.45736 0.07307 -2.31413
```

Summary:
- molar mass (g/mol) = 700.78
- multiplicity = 2
- Kohn-Sham gap (alpha / beta) (eV) = 6.052 / 5.686
- calculated total energy (a.u.) = -5401.42938
- E_HOMO (alpha / beta) (eV) = -7.52 / -7.17
- expectation value of S² = 0.841
- E_LUMO (alpha / beta) (eV) = -1.47 / -1.48

=====

(3)
Below is a molecular structure, C26H22ClO3PRe, with properties calculated with ωB97M-V with the def2-TZVPD basis set.

Geometry as XYZ:
```
54
C26H22ClO3PRe | OMol25 | ωB97M-V with the def2-TZVPD basis set
Cl -3.43100 -2.49058 -2.83053
C 1.42045 -1.95348 -3.95300
C 2.22672 -0.78944 -4.20060
C 1.34383 0.34634 -4.27492
H 3.28980 -0.80942 -4.44439
C -0.01798 -0.12341 -4.11236
C 0.04364 -1.54059 -3.93532
H -0.85568 -2.13892 -3.78128
H 1.79789 -2.96920 -3.94380
H 1.62225 1.37371 -4.46235
C -1.27357 0.68390 -4.04718
Re 1.23861 -0.58944 -2.32346
C 2.98283 0.13509 -1.85179
C 1.48873 -2.26277 -1.31472
O 4.00228 0.60145 -1.52249
O 1.57660 -3.23640 -0.67860
H -1.07617 1.68317 -3.63877
H -1.99258 0.14786 -3.40871
H -1.72727 0.78931 -5.04309
O 0.38254 0.31832 -0.68150
P -0.12175 0.35869 0.77530
C -1.84302 -0.11223 0.84104
C -2.77750 0.67348 1.54841
C -3.99965 0.11918 1.93266
C -4.34291 -1.18179 1.53965
C -3.50108 -1.86472 0.65654
C -2.25632 -1.34503 0.30453
C 0.87180 -0.73108 1.80763
C 0.28273 -1.42085 2.88220
C 1.06127 -2.24606 3.69746
C 2.41559 -2.44677 3.42167
C 2.99980 -1.75364 2.35808
C 2.25246 -0.86429 1.58800
C 0.09660 2.03769 1.32556
C 0.01263 2.32123 2.70022
C 0.26651 3.61409 3.16137
C 0.61607 4.62638 2.26230
C 0.67961 4.34486 0.89215
C 0.41792 3.06023 0.41616
H -2.53913 1.70603 1.80913
H -4.70156 0.71253 2.51965
H -5.27399 -1.63824 1.88464
H -3.82114 -2.79214 0.18351
H -1.64674 -1.89483 -0.41776
H -0.78800 -1.34041 3.07495
H 0.60212 -2.75033 4.54650
H 3.00419 -3.14573 4.02195
H 4.04932 -1.91773 2.11469
H 2.75161 -0.28343 0.80657
H -0.25137 1.53869 3.41357
H 0.19645 3.83165 4.22607
H 0.84192 5.63209 2.62363
H 0.93753 5.13138 0.18405
H 0.46609 2.84555 -0.65322
```

Summary:
- molar mass (g/mol) = 635.09
- multiplicity = 4
- Kohn-Sham gap (alpha / beta) (eV) = 8.528 / 5.415
- calculated total energy (a.u.) = -2108.92505
- E_HOMO (alpha / beta) (eV) = -14.71 / -14.71
- net charge = +2
- expectation value of S² = 3.762
- E_LUMO (alpha / beta) (eV) = -6.19 / -9.30

=====

(4)
Below is a molecular structure, C26H22ClO3PSn, with properties calculated with ωB97M-V with the def2-TZVPD basis set.

Geometry as XYZ:
```
54
C26H22ClO3PSn | OMol25 | ωB97M-V with the def2-TZVPD basis set
Cl -2.60920 -0.88779 -0.18581
C 0.97850 -1.36246 -1.82849
C 1.74459 -0.14697 -1.70868
C 0.89247 0.98761 -2.04393
H 2.80865 -0.07673 -1.38693
C -0.41111 0.45483 -2.42049
C -0.37129 -1.01510 -2.27360
H -1.22778 -1.67709 -2.43857
H 1.32939 -2.39637 -1.64854
H 1.16572 2.06151 -2.06031
C -1.63115 1.24868 -2.82866
Sn -0.38691 0.01871 -0.22106
C 1.65090 0.85780 1.08114
C -0.14985 -1.55663 1.52464
O 2.40765 1.30584 1.82921
O -0.37679 -2.24442 2.41544
H -1.63550 2.22238 -2.32013
H -2.53718 0.68508 -2.57581
H -1.56877 1.40371 -3.91518
O -0.84002 1.14372 1.88338
P -0.68460 0.82758 3.38398
C -2.20672 -0.04443 3.84232
C -3.35006 -0.05480 3.01621
C -4.51480 -0.75759 3.39189
C -4.58695 -1.41315 4.63329
C -3.46668 -1.36267 5.47883
C -2.29346 -0.68512 5.09076
C 0.80091 0.00494 4.16162
C 0.88750 0.22568 5.56178
C 1.91606 -0.30891 6.35930
C 2.92585 -1.09626 5.78869
C 2.87566 -1.32504 4.40842
C 1.84337 -0.79721 3.61476
C -0.68864 2.46733 4.12076
C -1.73190 2.86435 4.96519
C -1.65092 4.08068 5.66985
C -0.53223 4.91786 5.52435
C 0.50517 4.52153 4.65995
C 0.42507 3.30631 3.95317
H -3.34266 0.41103 2.03957
H -5.37586 -0.78985 2.72044
H -5.48884 -1.94628 4.93726
H -3.50314 -1.86104 6.45020
H -1.45702 -0.67834 5.77059
H 0.14578 0.83513 6.06747
H 1.93805 -0.11960 7.43362
H 3.73158 -1.52359 6.39378
H 3.64572 -1.93375 3.93132
H 1.88554 -1.02522 2.58016
H -2.59695 2.22806 5.11226
H -2.45947 4.36879 6.34129
H -0.46871 5.85463 6.07940
H 1.37891 5.16565 4.54848
H 1.25391 3.02170 3.31170
```

Summary:
- molar mass (g/mol) = 567.60
- Kohn-Sham gap (eV) = 4.963
- calculated total energy (a.u.) = -2244.86185
- E_HOMO (eV) = -14.42
- net charge = +2
- E_LUMO (eV) = -9.45

=====

Let's list largest force on an atom in order: 0.45, 1.03, 5.82, 4.61 eV/A.